Entry 1:
The following is a DFT calculation (the ωB97M-V functional and the def2-TZVPD basis) of a molecular structure, C22H21N6O2RuSSe2Te in a non-equilibrium geometry.

Values from the calculation:
Multiplicity: 2
E: -187590.83840 eV
Gap between HOMO and LUMO (spin up / spin down): 5.96 / 6.74 eV
⟨S²⟩: 0.89
Energy above the lowest of the compared OMol25 structures with the same formula, charge and spin: 126.8 kJ/mol
Molar mass: 820.11 Da

Geometry (Å):
Ru 0.5932 0.3763 -0.2744
O -2.1293 -3.0197 -0.1739
C -1.1912 -2.2563 -0.2611
N -0.9690 -1.1410 0.4928
C -1.6472 -0.9400 1.6518
O -2.3975 -1.7019 2.2221
C -1.3614 0.4236 2.2473
C -2.3053 1.0248 3.0729
C -2.0400 2.2813 3.5889
C -0.8234 2.8806 3.2912
C 0.0688 2.1996 2.4832
N -0.2007 1.0114 1.9565
C -0.1350 -2.4641 -1.3229
C -0.3604 -3.4053 -2.3203
C 0.6215 -3.6221 -3.2704
C 1.8035 -2.8991 -3.1755
C 1.9465 -1.9776 -2.1498
N 0.9947 -1.7614 -1.2482
H -3.2128 0.4829 3.2896
H -2.7623 2.7815 4.2191
H -0.5578 3.8478 3.6915
H 1.0460 2.6130 2.2570
H -1.3103 -3.9218 -2.3233
H 0.4684 -4.3330 -4.0692
H 2.5996 -3.0439 -3.8886
H 2.8489 -1.3824 -2.0474
C 1.3339 4.6936 0.1866
Se 1.2045 3.1528 -1.0308
C -0.4374 3.6906 -1.9610
C -1.7093 3.5811 -1.1456
Se -2.1167 1.7527 -0.4830
C -2.9848 0.9997 -2.0455
H 1.4165 5.6065 -0.3981
H 2.2380 4.5559 0.7746
H 0.4722 4.7358 0.8485
H -0.4611 3.0464 -2.8385
H -0.2937 4.7267 -2.2770
H -2.5714 3.9180 -1.7292
H -1.6433 4.1966 -0.2442
H -3.8579 1.6054 -2.2789
H -3.2802 -0.0104 -1.7649
H -2.2999 0.9617 -2.8877
N 0.5758 0.8807 -2.4579
C 0.1241 0.2756 -3.3658
N -0.4773 -0.1687 -4.3565
C -0.4012 -1.2152 -5.0963
N -0.3964 -2.1273 -5.8013
Te 2.7080 0.1722 1.3063
C 4.6743 0.0226 0.5599
C 5.6151 -0.8910 0.9468
C 6.8757 -0.6742 0.3578
C 6.8888 0.4080 -0.4654
S 5.3518 1.1724 -0.5493
H 5.3918 -1.6869 1.6358
H 7.7345 -1.2962 0.5411
H 7.7103 0.8077 -1.0275

=====

Entry 2:
The following is a DFT calculation (the ωB97M-V functional and the def2-TZVPD basis) of a molecular structure, C15H26Cl3NO6Zr in a non-equilibrium geometry.

Values from the calculation:
Charge: +2
E: -68567.68672 eV
Gap between HOMO and LUMO: 2.72 eV
Molar mass: 513.96 Da

Geometry (Å):
Zr 1.5644 2.3598 4.0345
C 0.4354 -4.0721 1.5121
C -0.9800 -3.8084 0.8274
C -1.7010 -5.2230 0.6093
C -3.2319 -5.1370 0.4696
C -3.8495 -4.2833 1.5532
C -3.2848 -2.8804 1.6200
N -1.8061 -2.8558 1.6414
O -1.1292 -1.5927 1.8677
C -3.9430 -2.1971 2.8299
C -3.8496 -2.1788 0.3221
C -0.6272 -3.2162 -0.6700
H 0.8359 -5.0033 1.1116
H 0.4072 -4.2108 2.5929
H 1.1285 -3.2610 1.2884
H -1.3290 -5.7525 1.4865
H -1.2520 -5.7184 -0.2516
H -3.7398 -6.0937 0.5924
H -3.5452 -4.6930 -0.4752
H -3.6507 -4.9767 2.3704
H -4.9086 -4.3449 1.3031
H -5.0254 -2.2662 2.7217
H -3.6499 -1.1558 2.6960
H -3.6566 -2.6248 3.7907
H -4.8829 -1.8343 0.2800
H -3.5233 -2.6793 -0.5895
H -3.2195 -1.3336 0.0453
H 0.0428 -3.8783 -1.2184
H -0.1504 -2.2403 -0.5784
H -1.5592 -3.1013 -1.2233
C 6.2320 2.2053 -0.6886
C 5.0868 2.1766 0.3530
O 4.0353 2.8078 0.3177
O 5.0858 1.4624 1.3610
H 7.1380 2.6689 -0.2981
H 6.0403 2.6690 -1.6562
H 6.4607 1.1814 -0.9841
C 10.3996 1.3935 -6.1445
Cl 9.1693 2.1021 -7.1625
Cl 11.4664 2.6251 -5.6276
Cl 11.2494 0.1055 -6.9835
H 9.9259 0.8044 -5.3592
C -2.6020 8.1744 -0.8967
C -3.5528 8.3967 0.3330
O -3.3115 7.3064 1.2047
C -2.2952 6.6084 0.7762
O -1.7105 5.7147 1.4453
O -1.7199 7.2103 -0.3045
H -2.1222 9.1136 -1.1719
H -2.9826 7.7573 -1.8291
H -4.5429 8.4460 -0.1201
H -3.3693 9.3236 0.8763

=====

Entry 3:
The following is a DFT calculation (the ωB97M-V functional and the def2-TZVPD basis) of 2 unconnected molecules or ions with the total composition C11H12NO2 in a non-equilibrium geometry.

Values from the calculation:
Charge: -1
E: -17187.03056 eV
Gap between HOMO and LUMO: 7.73 eV
Energy above the lowest of the compared OMol25 structures with the same formula, charge and spin: 225.8 kJ/mol
Molar mass: 190.22 Da

Geometry (Å):
C -1.2699 -0.5910 -3.0882
C 0.7639 -0.3010 -1.4292
C -0.3024 -0.8912 0.4614
C -0.5298 -0.6681 -1.8494
C -1.2057 -0.9346 -0.6232
C -0.7631 -1.3302 1.7484
C -2.0822 -1.6235 1.9159
C -2.5802 -1.3951 -0.3289
C -3.0101 -1.7476 0.9359
N 0.9900 -0.5166 -0.0329
H 1.9634 -0.2643 0.3972
H 1.6079 -0.2536 -2.0086
H 0.0468 -1.4848 2.5423
H -1.4246 -1.5751 -3.6251
H -0.7587 0.0321 -3.7766
H -2.3997 -1.7753 3.0224
H -3.1432 -1.5201 -1.1982
H -4.0366 -2.0814 0.9689
H -2.3933 -0.5090 -3.0154
C 1.2905 3.0323 1.1426
C 2.3969 2.1261 0.5640
O 2.5040 1.0413 1.1624
O 2.9932 2.6109 -0.3648
H 0.6259 2.3823 1.6990
H 0.8074 3.6628 0.4397
H 1.9483 3.7284 1.7073

=====

Entry 4:
The following is a DFT calculation (the ωB97M-V functional and the def2-TZVPD basis) of 3 unconnected molecules or ions with the total composition C17H19FN4O4PS in a non-equilibrium geometry.

Values from the calculation:
Charge: +1
E: -54911.58673 eV
Gap between HOMO and LUMO: 7.74 eV
Molar mass: 425.40 Da

Geometry (Å):
F -3.1280 4.0521 1.2984
C -1.8665 3.4618 0.7451
C -2.1832 2.1111 -0.1413
N -1.1485 2.0335 -1.2413
C -0.4869 0.6769 -1.3519
C 0.6014 0.8341 -2.5705
N 0.4305 2.2713 -3.0145
P 1.4731 2.8813 -4.3305
S 0.4462 3.6799 -5.7862
C -0.6487 3.0401 -2.2543
H -1.1921 3.1570 1.6685
H -1.2656 4.2927 0.1638
H -1.9718 1.1897 0.5846
H -3.2933 2.0055 -0.4962
H -0.7014 -0.2857 -0.6892
H 1.3261 0.0161 -2.9985
H 2.4195 3.8815 -3.8238
H 2.2608 1.7412 -4.7971
H -1.0361 4.1376 -2.3745
C 5.3151 -0.8349 1.4001
C 4.2906 -1.7493 1.1501
C 3.7345 -1.8454 -0.1270
C 4.2173 -1.0203 -1.1521
C 5.2404 -0.0960 -0.9020
C 5.7867 -0.0071 0.3798
N 3.6543 -1.1343 -2.5029
O 2.7376 -1.9505 -2.6795
O 4.1304 -0.4114 -3.3898
H 5.7494 -0.7676 2.3961
H 3.9273 -2.3900 1.9508
H 2.9368 -2.5630 -0.3056
H 5.6211 0.5538 -1.6872
H 6.5834 0.7050 0.5833
C -5.6283 -2.4553 3.2656
C -5.0554 -3.4823 2.5138
C -3.7592 -3.3444 2.0137
C -3.0406 -2.1701 2.2776
C -3.6161 -1.1343 3.0255
C -4.9143 -1.2826 3.5179
N -1.6683 -2.0295 1.7763
O -1.2014 -2.9600 1.1026
O -1.0539 -0.9909 2.0587
H -6.6372 -2.5698 3.6582
H -5.6187 -4.3926 2.3201
H -3.3269 -4.1539 1.4297
H -3.0717 -0.2156 3.2336
H -5.3687 -0.4855 4.1022

=====

Entry 5:
The following is a DFT calculation (the ωB97M-V functional and the def2-TZVPD basis) of 2 unconnected molecules or ions with the total composition C4H6F3NO2 in a non-equilibrium geometry.

Values from the calculation:
E: -17980.00975 eV
Gap between HOMO and LUMO: 7.38 eV
Energy above the lowest of the compared OMol25 structures with the same formula, charge and spin: 263.8 kJ/mol
Molar mass: 157.09 Da

Geometry (Å):
C 0.2000 -0.7551 1.5253
C 1.7719 -1.4373 -0.0506
C -0.8280 0.5073 -1.0116
C -1.0247 1.8512 -0.3855
N 1.4204 -0.8271 1.0143
O 0.2464 0.1392 -1.3834
O -1.9700 -0.1503 -1.1936
F -0.1211 2.0874 0.5835
F -0.9315 2.8436 -1.1951
F -2.2508 1.9810 0.2126
H -0.1701 -0.0436 2.1855
H -0.5516 -1.3533 0.9668
H 2.7531 -1.2427 -0.5314
H 1.1121 -2.1188 -0.6617
H 2.2314 -0.5160 1.5540
H -1.8875 -0.9656 -1.6289

=====

Entry 6:
The following is a DFT calculation (the ωB97M-V functional and the def2-TZVPD basis) of a molecular structure, C24H66N6O6 in a non-equilibrium geometry.

Values from the calculation:
E: -47158.70054 eV
Gap between HOMO and LUMO: 8.46 eV
Energy above the lowest of the compared OMol25 structures with the same formula, charge and spin: 2220.7 kJ/mol
Molar mass: 534.83 Da

Geometry (Å):
C 0.7097 1.0256 6.8471
C 1.1581 -0.5223 6.7558
C 1.2170 -0.8473 5.2723
O 0.0740 -0.5466 4.4354
C 0.2828 -0.7090 3.0271
N 2.3965 -0.6776 7.4905
H -0.3208 1.3226 6.6526
H 1.2995 1.5460 6.0925
H 1.0695 1.5206 7.7491
H 0.3628 -1.0356 7.2963
H 1.2984 -1.9289 5.1639
H 2.0559 -0.3750 4.7612
H -0.7015 -0.5799 2.5770
H 0.6482 -1.7155 2.8237
H 1.0250 -0.0579 2.5653
H 2.9111 -1.5436 7.5645
H 3.0595 -0.1639 6.9277
C -2.2230 4.5134 0.8939
C -3.0017 3.9692 -0.3571
C -2.8544 2.4226 -0.6007
O -3.6091 2.0122 -1.7065
C -3.8302 0.6185 -1.6187
N -4.3696 4.4669 -0.3442
H -1.1716 4.2305 0.8430
H -2.6350 4.2598 1.8706
H -2.2404 5.6015 0.8327
H -2.5547 4.4413 -1.2319
H -3.1087 1.9912 0.3675
H -1.7933 2.3158 -0.8258
H -4.2150 0.3022 -2.5882
H -4.5827 0.2867 -0.9032
H -2.8545 0.1555 -1.4715
H -5.0412 3.8514 0.0921
H -4.6837 4.3139 -1.2918
C -0.0093 1.5076 0.8281
C 1.4624 1.7355 0.9470
C 2.2340 0.3978 0.9294
O 2.2735 -0.2684 2.0996
C 3.4116 -1.1402 2.3382
N 1.8313 2.6918 -0.0442
H -0.3009 0.6802 1.4750
H -0.1982 1.1162 -0.1715
H -0.5491 2.3978 1.1511
H 1.5028 2.2819 1.8892
H 3.2169 0.7744 0.6462
H 1.9038 -0.3301 0.1883
H 3.3822 -1.5074 3.3640
H 4.2998 -0.5124 2.2678
H 3.3846 -1.9566 1.6165
H 2.6994 3.1502 0.1931
H 1.0643 3.3351 -0.1782
C -0.0454 0.2211 -4.7779
C -0.6429 -1.2136 -4.6578
C -0.6681 -1.7622 -3.2592
O -1.3646 -3.0491 -3.3292
C -1.4110 -3.8926 -2.1712
N -2.0488 -1.1532 -5.0606
H -0.0511 0.7877 -3.8468
H -0.5562 0.8854 -5.4750
H 0.9502 0.2450 -5.2210
H -0.2615 -1.8548 -5.4524
H -1.3538 -1.3193 -2.5369
H 0.2802 -1.9003 -2.7399
H -1.9785 -4.7820 -2.4450
H -1.8895 -3.3048 -1.3879
H -0.4358 -4.2905 -1.8905
H -2.0524 -1.4158 -6.0359
H -2.4206 -1.9422 -4.5513
C -1.0206 0.1538 -1.2627
C -1.7942 -0.9724 -0.5054
C -0.8912 -2.1093 0.0472
O -0.0480 -1.5274 1.0634
C 1.1179 -2.2977 1.4872
N -2.5739 -0.4536 0.6922
H 0.0142 -0.0829 -1.5105
H -0.9189 1.0347 -0.6288
H -1.6360 0.5209 -2.0841
H -2.5471 -1.5222 -1.0702
H -0.1959 -2.4878 -0.7021
H -1.5458 -2.8563 0.4961
H 0.8285 -3.3289 1.6900
H 1.5350 -1.9044 2.4142
H 1.8595 -2.2808 0.6886
H -3.2032 -1.1330 1.0953
H -1.8694 -0.2152 1.3755
C 1.4150 1.2889 -1.8648
C 2.3177 0.5581 -2.8789
C 2.2400 -0.9054 -2.9819
O 2.5998 -1.4865 -1.7175
C 2.0860 -2.8837 -1.5980
N 2.0195 1.1260 -4.2088
H 1.5368 2.3613 -2.0168
H 1.8167 1.0284 -0.8856
H 0.3916 0.9355 -1.9906
H 3.3508 0.7994 -2.6290
H 3.0118 -1.3461 -3.6131
H 1.2000 -1.1440 -3.2045
H 2.5861 -3.5353 -2.3145
H 1.0594 -2.9327 -1.9612
H 2.1120 -3.2600 -0.5754
H 1.0864 0.9163 -4.5337
H 2.6232 0.8660 -4.9757